a:
# C18H21N3O2S

The molecule C18H21N3O2S (ωB97M-V/def2-TZVPD, the OMol25 dataset).

Geometry (Å):
S (3.18517, 4.22170, 1.30779)
O (1.95545, -0.12850, -0.48502)
O (-0.67193, 0.36796, -2.83570)
N (1.49274, 2.74771, 2.57008)
N (-1.12359, -0.30054, -0.73648)
N (2.17962, 1.86206, 0.47751)
C (0.67975, -2.54003, -2.28989)
C (-0.73768, 1.22824, 1.14128)
C (-0.77737, -0.53387, -2.02432)
C (-1.64769, -2.70447, -2.92452)
C (0.03938, -1.15766, 1.24245)
C (1.01753, 3.93570, 4.66986)
C (-1.26359, 1.07013, -0.28485)
C (-3.00356, -2.07762, -3.04765)
C (0.88658, -3.84991, -2.68678)
C (-0.16627, -4.58848, -3.19780)
C (1.57115, 0.62349, 0.37791)
C (-0.58182, -1.97174, -2.39882)
C (1.72288, 3.83336, 3.36325)
C (2.60199, 4.73212, 2.85183)
C (-1.17415, -1.29171, 0.30637)
C (-1.42145, -4.01650, -3.31608)
C (0.47215, 0.31172, 1.37175)
C (2.16543, 2.79081, 1.47635)
H (-0.05896, 3.91865, 4.51019)
H (-1.50713, 0.95401, 1.86493)
H (0.87156, -1.73282, 0.83538)
H (-3.44332, -1.92316, -2.06141)
H (1.86852, -4.29099, -2.60006)
H (2.94006, 5.65405, 3.27741)
H (-2.10308, -1.14397, 0.86995)
H (-0.47080, 2.26707, 1.32431)
H (-3.67164, -2.70866, -3.62878)
H (-2.23858, -4.59552, -3.72322)
H (-2.31855, 1.37166, -0.33467)
H (1.27623, 3.08411, 5.29645)
H (1.48987, -1.94718, -1.89446)
H (1.29298, 4.85447, 5.17881)
H (2.85084, 2.03274, -0.26423)
H (0.87375, 0.51480, 2.36846)
H (-2.92346, -1.10575, -3.53118)
H (-0.01065, -5.61083, -3.51087)
H (-0.70468, 1.69445, -0.98820)
H (-1.19881, -2.28685, -0.13867)
H (-0.21488, -1.56428, 2.22134)

## Properties
charge = 0
structure (SMILES) = Cc1csc(NC(=O)C2CCN(C(=O)c3ccccc3C)CC2)n1
Kohn-Sham gap = 0.3384 Ha

=====

b:
# C18H21N3O2S

A structure of composition C18H21N3O2S (ωB97M-V/def2-TZVPD, the OMol25 dataset).

Geometry (Å):
S (2.49107, -2.35178, -0.98279)
O (-0.64048, -3.72008, 0.57446)
O (4.19458, 2.21754, -2.30459)
N (-0.26157, -1.28904, 0.24601)
N (2.04443, 0.16880, 0.40394)
N (3.42605, 0.18688, -1.46942)
C (0.07472, 1.95039, 3.86061)
C (-5.41150, 0.87927, -0.73514)
C (-1.69784, -0.89438, 0.17920)
C (-3.46041, 2.06873, -1.04648)
C (0.10797, -2.82578, 0.52239)
C (-4.88316, 2.02171, -1.45609)
C (-1.81132, 0.55393, -0.60074)
C (2.61232, -0.25952, -0.53531)
C (1.86798, 1.76106, 1.88088)
C (0.63760, 1.36000, 2.44182)
C (-4.20026, 0.18337, -0.38432)
C (2.96516, 2.04797, 0.02047)
C (-3.13366, 0.92649, -0.43105)
C (-4.17344, -1.14593, 0.12378)
C (1.61510, -2.63806, 0.66614)
C (-2.83534, -1.75312, 0.12898)
C (3.60014, 1.64229, -1.47015)
C (2.31216, 1.31415, 0.78702)
H (-5.95197, 1.01775, 0.15253)
H (0.61203, 0.25240, 2.50323)
H (3.09813, 3.35441, 0.12462)
H (-2.89972, 2.61772, -1.71034)
H (-0.85004, 1.02518, -0.51288)
H (0.68617, 1.57527, 4.59165)
H (-0.09783, 1.69176, 1.65152)
H (-1.04091, 1.49443, 4.08168)
H (1.82379, -3.79320, 0.90941)
H (-6.19376, 0.19152, -1.32931)
H (-4.87891, -1.67213, 0.12969)
H (-0.17651, 3.09326, 3.63868)
H (-2.63721, -2.76525, 0.35893)
H (2.65368, 1.61142, 2.96983)
H (1.92780, -2.10940, 1.31861)
H (-5.56039, 2.92186, -1.49340)
H (0.34341, -0.64812, 0.61638)
H (1.65011, 3.09913, 2.20991)
H (3.76044, -0.18983, -2.25388)
H (-3.39569, 3.09771, -0.22218)
H (-4.90318, 1.94959, -2.64581)

## Properties
charge = 0
Kohn-Sham gap = 0.2825 Ha

=====

Question: which arrangement is favored energetically? Ranking from most to least stable: a, b.

=====

a:
# C3H9IN2OS

The molecule C3H9IN2OS (ωB97M-V/def2-TZVPD, the OMol25 dataset).

Geometry (Å):
I (-2.32372, 0.61295, -1.73184)
S (-0.82313, -1.43503, -1.61321)
O (-0.25980, -1.56335, -2.90987)
N (0.11310, 0.86505, 1.04514)
N (0.33038, -1.01451, -0.55478)
C (1.68982, -0.86740, -1.02426)
C (-0.89563, 1.65062, 1.77088)
C (-0.13179, -0.58479, 0.77091)
H (-1.85269, 1.51274, 1.33396)
H (-0.82782, 1.51732, 2.78874)
H (0.17653, 1.27693, 0.02133)
H (2.18242, -0.04904, -0.55950)
H (2.27447, -1.76896, -0.87573)
H (-1.11966, -0.90644, 0.75981)
H (0.43522, -1.31547, 1.44172)
H (-0.63424, 2.66194, 1.50191)
H (1.66654, -0.59256, -2.16521)

## Properties
charge = 0
Kohn-Sham gap = 0.3105 Ha

=====

b:
# C3H9IN2OS

A structure of composition C3H9IN2OS (ωB97M-V/def2-TZVPD, the OMol25 dataset).

Geometry (Å):
I (2.61539, -3.53655, -0.98873)
S (0.43610, -1.49054, -0.14897)
O (0.82381, -1.86653, 1.18389)
N (0.91045, -2.50812, -1.23043)
N (1.20720, 0.54915, -0.53483)
C (-0.38798, 1.92298, 0.92995)
C (-1.32808, -1.27910, -0.26701)
C (0.22068, 1.62391, -0.46776)
H (0.39667, 1.63567, 1.66183)
H (-0.55824, 1.42795, -1.10993)
H (-1.68394, -0.37276, 0.35231)
H (-0.65343, 2.95718, 1.14782)
H (1.89769, 0.74771, 0.23461)
H (-1.63973, -1.38435, -1.29287)
H (-1.85235, -2.20097, 0.14450)
H (0.88214, 2.43982, -0.74702)
H (-1.28637, 1.33454, 1.13266)

## Properties
charge = 0
Kohn-Sham gap = 0.3027 Ha

=====

Question: which arrangement is favored energetically? Ranking from most to least stable: a, b.

=====

a:
# C4H5O4

The ion C4H5O4 with charge -1 (ωB97M-V/def2-TZVPD, the OMol25 dataset).

Geometry (Å):
O (2.22626, -0.89877, 0.93451)
O (-2.55506, -0.85786, 0.45175)
O (2.66945, 1.08137, -0.01544)
O (-2.40251, 0.65133, -1.22522)
C (0.38141, 0.56776, 0.29909)
C (1.80562, 0.12366, 0.46384)
C (-1.95173, -0.19015, -0.42748)
C (-0.43538, -0.47822, -0.45934)
H (0.29995, 1.53163, -0.20402)
H (-0.09225, 0.60541, 1.27103)
H (-0.32307, -1.47585, -0.03368)
H (3.56280, 0.70438, 0.00766)
H (-0.12653, -0.60264, -1.50012)

## Properties
charge = -1
structure (SMILES) = O=C([O-])CCC(=O)O
Kohn-Sham gap = 0.2632 Ha

=====

b:
# C4H5O4

The ion C4H5O4 with charge -1 (ωB97M-V/def2-TZVPD, the OMol25 dataset).

Geometry (Å):
O (1.42213, -0.77964, -1.98720)
O (-0.02120, -0.31703, 1.87320)
O (-1.25812, 1.61506, 1.31531)
O (2.11314, 0.58709, -0.25477)
C (-0.18929, 0.26682, -0.49108)
C (-0.68231, 0.44037, 1.07657)
C (1.18260, -0.44914, -0.76643)
C (-1.44333, -0.40486, -0.14472)
H (1.81156, 0.71852, 0.64292)
H (-0.26857, 1.11741, -1.12781)
H (-2.45031, 0.05130, -0.19261)
H (-1.42055, -1.48298, 0.02771)
H (1.20424, -1.36291, 0.02892)

## Properties
charge = -1
Kohn-Sham gap = 0.2324 Ha

=====

Question: which arrangement is favored energetically? Ranking from most to least stable: a, b.

=====

a:
# C6H11N4O

The ion C6H11N4O with charge +1 (ωB97M-V/def2-TZVPD, the OMol25 dataset).

Geometry (Å):
O (1.02125, -0.68708, -0.84908)
N (-1.71758, 1.37534, 0.20075)
N (-1.70844, -2.06298, 0.94773)
N (-1.15234, -0.84691, 1.02145)
N (-1.67149, -0.48035, -1.30876)
C (0.37023, 0.30691, -0.20116)
C (2.35442, -0.79735, -0.81314)
C (1.12669, 1.37465, 0.36462)
C (3.14301, 0.19576, -0.31406)
C (2.48832, 1.37024, 0.17852)
C (-1.10417, 0.16409, -0.15389)
H (-2.54693, -0.75747, -0.87530)
H (4.27827, 0.13083, -0.28603)
H (-2.76534, 1.37210, 0.04839)
H (-2.62837, -2.28786, 0.50134)
H (-1.20377, -2.77262, 0.52765)
H (2.85860, -1.68716, -1.25199)
H (-1.92912, 0.21569, -2.07594)
H (3.10858, 2.08829, 0.67459)
H (-1.57612, -0.21546, 1.73098)
H (0.77165, 2.25339, 0.73225)
H (-1.51736, 1.74797, 1.20109)

## Properties
charge = +1
Kohn-Sham gap = 0.2743 Ha

=====

b:
# C6H11N4O

A cluster of 2 separate species, C6H11N4O in total (ωB97M-V/def2-TZVPD, the OMol25 dataset).

Geometry (Å):
O (-1.08396, 0.61400, -1.15466)
N (1.96329, 0.39276, -0.90389)
N (-1.48334, -0.18935, 0.80546)
N (2.94611, -0.37441, -0.84546)
N (1.20763, 0.41211, 0.18754)
C (-1.36439, -0.83197, -1.37762)
C (1.89489, -0.38158, 0.99990)
C (-1.05890, 0.86931, 0.07938)
C (-0.99515, 2.24306, 0.56625)
C (-1.66034, -1.43393, 0.09421)
C (2.99641, -0.87726, 0.32457)
H (-2.54028, -2.08024, 0.08921)
H (-1.56507, 2.73653, -0.11319)
H (-0.65558, -1.42459, -1.82598)
H (0.10103, 2.64567, 0.51402)
H (-1.35795, 2.40497, 1.63899)
H (-0.83876, -2.25617, 0.27839)
H (1.53002, -0.56673, 2.07630)
H (-2.22611, -0.89989, -2.06733)
H (-1.44562, -0.15332, 1.79524)
H (3.82555, -1.61732, 0.70817)
H (1.81052, 0.76834, -1.86952)

## Properties
charge = +1
Kohn-Sham gap = 0.4011 Ha

=====

Question: which arrangement is favored energetically? Ranking from most to least stable: b, a.

=====

a:
# C2H7NO3

A cluster of 2 separate species, C2H7NO3 in total (ωB97M-V/def2-TZVPD, the OMol25 dataset).

Geometry (Å):
O (-1.62214, -0.63091, -0.60428)
O (1.54350, 1.12242, -2.45055)
O (-1.44643, -1.85789, 1.32463)
N (1.00974, 0.46700, 0.60050)
C (-0.29004, 0.23842, 1.30003)
C (-1.28694, -0.73747, 0.54149)
H (1.68229, -0.19735, 0.97158)
H (0.75239, 0.46060, -0.40656)
H (-0.10875, -0.26906, 2.28081)
H (1.97601, 0.87067, -3.35889)
H (-0.77622, 1.17651, 1.57208)
H (0.73760, 1.66488, -2.62532)
H (-2.17099, -2.30783, 0.85447)

## Properties
charge = 0
structure (SMILES) = NCC(=O)O.O
Kohn-Sham gap = 0.3658 Ha

=====

b:
# C2H7NO3

A cluster of 2 separate species, C2H7NO3 in total (ωB97M-V/def2-TZVPD, the OMol25 dataset).

Geometry (Å):
O (-2.22061, -0.25551, 1.32069)
O (0.71627, 0.30606, -1.28591)
O (-1.56033, 1.65594, 0.29662)
N (1.50820, -0.91657, 0.61195)
C (-2.46084, 0.88387, 0.99644)
C (1.46445, -0.82407, -0.80458)
H (-3.17741, 1.57728, 1.47527)
H (0.72089, -1.30426, 0.98862)
H (1.21343, 0.48281, -2.14005)
H (-0.97303, 0.97758, -0.11607)
H (1.60497, -0.07492, 1.09083)
H (2.41246, -0.94017, -1.21046)
H (0.75155, -1.56803, -1.22335)

## Properties
charge = 0
structure (SMILES) = O=CO.NCO
Kohn-Sham gap = 0.3908 Ha

=====

c:
# C2H7NO3

A cluster of 2 separate species, C2H7NO3 in total (ωB97M-V/def2-TZVPD, the OMol25 dataset).

Geometry (Å):
O (0.34240, -1.78419, 0.10055)
O (-0.76341, 1.92094, 0.04896)
O (1.39316, 0.27838, 0.08360)
N (0.33841, -0.45196, 0.63171)
C (0.41939, -1.79445, -1.31707)
C (-1.30883, 2.13262, 1.10064)
H (1.42450, -1.53435, -1.67256)
H (0.52704, -0.58267, 1.64411)
H (-2.36039, 1.86161, 1.27364)
H (0.16282, -2.80986, -1.62562)
H (-0.29030, -1.06827, -1.74879)
H (0.96825, 1.05119, -0.38047)
H (-0.85305, 2.78101, 1.86129)

## Properties
charge = 0
structure (SMILES) = CONO.C=O
Kohn-Sham gap = 0.3338 Ha

=====

d:
# C2H7NO3

A cluster of 2 separate species, C2H7NO3 in total (ωB97M-V/def2-TZVPD, the OMol25 dataset).

Geometry (Å):
O (4.20831, -5.41867, 1.64605)
O (0.43286, 0.86336, 0.17835)
O (-1.77130, 0.37267, -1.52777)
N (-1.49944, 2.10531, 0.08543)
C (-1.87787, 1.73111, -1.28359)
C (-0.43325, 1.52802, 0.69727)
H (-1.25138, 2.30377, -1.97557)
H (-2.19926, 2.38753, 0.75251)
H (-0.87003, 0.04726, -1.37206)
H (-2.92370, 2.01675, -1.37329)
H (4.88755, -4.76438, 1.50086)
H (-0.40162, 1.68533, 1.78705)
H (3.35843, -4.99878, 1.71827)

## Properties
charge = 0
structure (SMILES) = O=CNCO.O
Kohn-Sham gap = 0.4052 Ha

=====

Question: which arrangement is favored energetically? Ranking from most to least stable: d, a, b, c.

=====

a:
# C2H7NO3

A cluster of 2 separate species, C2H7NO3 in total (ωB97M-V/def2-TZVPD, the OMol25 dataset).

Geometry (Å):
O (-1.08865, 0.47291, 0.35053)
O (2.08171, 2.85762, 0.85131)
O (1.02180, 0.12401, -0.30735)
N (-0.58260, -1.44326, -0.77213)
C (-0.11806, -0.25926, -0.25496)
C (-1.45049, -2.31056, -0.04569)
H (-0.32472, -1.61548, -1.72288)
H (-2.01505, -1.78707, 0.72362)
H (1.21906, 3.18135, 0.58169)
H (2.00387, 1.89857, 0.90698)
H (-0.62010, 1.24908, 0.69495)
H (-2.15713, -2.84645, -0.67357)
H (-0.89640, -3.05893, 0.54611)

## Properties
charge = 0
structure (SMILES) = CNC(=O)O.O
Kohn-Sham gap = 0.3806 Ha

=====

b:
# C2H7NO3

A cluster of 2 separate species, C2H7NO3 in total (ωB97M-V/def2-TZVPD, the OMol25 dataset).

Geometry (Å):
O (-3.44981, -0.74587, 2.28037)
O (2.44675, -0.55009, -0.70657)
O (-0.79929, 0.81112, -0.27679)
N (0.87269, 1.61009, -1.49026)
C (1.02604, -0.65505, -0.48887)
C (0.27284, 0.68317, -0.78566)
H (1.63044, 1.43111, -2.15382)
H (-2.99851, -0.27922, 3.01985)
H (0.67092, -1.41082, -1.21560)
H (0.41527, 2.52492, -1.47079)
H (2.98292, -0.87401, 0.04709)
H (-3.94439, -1.47773, 2.71399)
H (0.87416, -1.06762, 0.52708)

## Properties
charge = 0
structure (SMILES) = NC(=O)CO.O
Kohn-Sham gap = 0.3738 Ha

=====

Question: which arrangement is favored energetically? Ranking from most to least stable: a, b.